The following is a DFT calculation (ωB97M-V/def2-TZVPD) of a cluster of 3 separate species, C22H31F10IN2O8S in total.

Values from the calculation:
HOMO energy = -9.3 eV
M = 800.45 g mol⁻¹
SMILES = C[C@H](F)[C@]1(I)NC(=O)[C@](CCC(F)(F)C(F)(F)S(F)(F)(F)(F)F)(OC#N)[C@@]1(C)CC(=O)O.CCOC(C)=O.CCOC(C)=O
Total charge = 0

Element x y z (Å)
C -0.07412 -2.81561 3.19228
C 0.86266 -2.61209 1.99339
F 2.00825 -3.34421 2.26519
C 1.21024 -1.11923 1.67735
I 1.85624 -0.33160 3.63809
N -0.09660 -0.52156 1.37280
C 0.04436 0.04381 0.07440
O -0.90028 0.18444 -0.61119
C 1.52633 0.36662 -0.27877
C 2.03779 1.72897 0.20685
C 1.19987 2.85379 -0.47364
C 0.92108 4.06908 0.43972
F 1.32291 5.15098 -0.28637
F 1.68030 4.08537 1.53080
C -0.58330 4.33446 0.72634
F -1.33162 4.14119 -0.32563
F -0.70512 5.63114 1.00153
S -1.33624 3.41679 2.18531
F -2.53521 4.47780 2.22282
F -2.24527 2.55326 1.18169
F -0.26249 2.25217 2.11139
F -0.50658 4.25024 3.22683
F -2.01846 2.65999 3.39199
O 1.48683 0.19669 -1.71775
C 2.58535 0.58130 -2.26095
N 3.57334 0.93027 -2.68741
C 2.19437 -0.84431 0.50167
C 2.14996 -2.04918 -0.48319
C 3.68017 -0.59138 0.86015
C 4.43140 -1.83915 1.31710
O 4.57787 -2.10909 2.45604
O 4.96656 -2.60507 0.34684
H 0.47670 -3.02517 4.11214
H -0.73401 -1.96073 3.37986
H -0.72888 -3.67786 3.00385
H 0.34811 -3.03032 1.11026
H -0.82620 -1.20851 1.17543
H 1.96323 1.70474 1.29988
H 3.08673 1.88405 -0.06423
H 0.27034 2.45851 -0.90182
H 1.77793 3.20707 -1.33354
H 2.80529 -1.87984 -1.34512
H 2.46979 -2.97915 -0.00782
H 1.14096 -2.21136 -0.88007
H 3.81160 0.18512 1.61722
H 4.20188 -0.22850 -0.03990
H 5.54019 -3.26769 0.76148
C 1.94333 -8.22090 0.15206
C 0.48401 -7.82375 0.08120
O 0.30590 -6.43081 0.36674
C 0.39253 -5.46367 -0.55521
C 1.00254 -5.77346 -1.89855
O 0.05135 -4.34305 -0.26757
H 2.53768 -7.70250 -0.60142
H 2.05522 -9.29491 -0.00022
H 2.36078 -7.95844 1.12467
H 0.02488 -8.08884 -0.87207
H -0.07422 -8.35507 0.85098
H 2.07677 -5.59312 -1.85244
H 0.56160 -5.10719 -2.63702
H 0.81507 -6.78792 -2.24328
C -4.05179 4.94655 -1.08080
C -3.93035 5.95911 -2.19977
O -4.43451 5.44085 -3.43474
C -5.72919 5.51106 -3.80182
C -6.76790 5.86283 -2.76343
O -6.04222 5.22148 -4.92423
H -5.09414 4.69858 -0.87520
H -3.60297 5.33168 -0.16550
H -3.55196 4.01782 -1.35313
H -4.40358 6.91098 -1.95322
H -2.87718 6.17563 -2.37924
H -7.12518 4.94780 -2.29174
H -7.59965 6.35258 -3.26472
H -6.41305 6.55381 -2.00123

Mulliken population analysis, charges in e, atoms 1 to 2: -1.65, 0.57